DFT (wB97M-V/def2-TZVPD) results for C39H51I2N5O4P2SSi2Ti as an isolated structure.

The geometry in XYZ format:
```
107
Properties=species:S:1:pos:R:3
Ti -0.32 -0.55 -0.60
C -3.33 -3.17 -1.56
Si -3.42 -1.34 -1.88
C -5.18 -0.79 -1.54
C -2.99 -0.90 -3.65
N -2.26 -0.50 -0.82
P -2.38 0.76 0.24
C -0.72 1.02 0.54
P 0.47 1.91 -0.31
N 0.91 0.79 -1.40
Si 2.28 0.84 -2.56
C 3.23 2.43 -2.30
C 1.58 0.79 -4.28
C 3.48 -0.57 -2.27
C -0.19 3.43 -1.00
C -0.06 3.73 -2.35
C -0.59 4.91 -2.86
C -1.28 5.77 -2.02
C -1.43 5.47 -0.67
C -0.89 4.30 -0.16
C 1.88 2.30 0.74
C 2.11 3.58 1.25
C 3.18 3.80 2.10
C 4.02 2.75 2.46
C 3.80 1.48 1.94
C 2.74 1.26 1.08
C -3.22 0.29 1.77
C -4.58 0.01 1.78
C -5.19 -0.39 2.95
C -4.45 -0.52 4.12
C -3.09 -0.22 4.11
C -2.48 0.18 2.94
C -3.31 2.11 -0.48
C -4.12 2.94 0.30
C -4.81 3.99 -0.29
C -4.69 4.22 -1.65
C -3.87 3.42 -2.43
C -3.18 2.36 -1.85
H -4.14 -3.67 -2.09
H -2.39 -3.60 -1.91
H -3.45 -3.38 -0.50
H -5.79 -1.13 -2.37
H -5.58 -1.25 -0.63
H -5.29 0.29 -1.47
H -3.39 -1.65 -4.34
H -3.43 0.07 -3.92
H -1.92 -0.85 -3.81
H 2.63 3.34 -2.31
H 3.81 2.42 -1.38
H 3.95 2.51 -3.13
H 1.06 1.72 -4.55
H 2.39 0.66 -5.00
H 0.88 -0.04 -4.41
H 4.50 -0.18 -2.33
H 3.36 -1.04 -1.30
H 3.37 -1.35 -3.03
H 0.46 3.05 -3.01
H -0.48 5.14 -3.91
H -1.70 6.69 -2.41
H -1.97 6.14 -0.02
H -1.03 4.05 0.88
H 1.47 4.41 0.97
H 3.36 4.79 2.49
H 4.85 2.93 3.13
H 4.45 0.66 2.22
H 2.60 0.27 0.67
H -5.17 0.13 0.88
H -6.26 -0.61 2.96
H -4.93 -0.83 5.04
H -2.52 -0.30 5.03
H -1.43 0.43 2.93
H -4.22 2.76 1.36
H -5.44 4.62 0.32
H -5.23 5.04 -2.11
H -3.76 3.61 -3.49
H -2.54 1.73 -2.46
I 0.44 -2.47 -2.46
I 2.12 -5.29 -2.25
C 6.36 -4.64 1.34
C 5.41 -3.76 0.53
S 3.98 -3.23 1.43
O 4.37 -2.69 2.71
O 3.20 -2.40 0.54
C 3.04 -4.73 1.71
C 1.86 -4.52 2.67
N 1.14 -3.26 2.42
C 0.36 -3.05 1.35
N 0.17 -1.74 1.16
C 0.82 -1.10 2.19
C 1.42 -2.02 2.96
N 2.12 -1.77 4.19
O 2.29 -2.71 4.95
O 2.44 -0.63 4.40
C -0.28 -4.16 0.61
H 7.25 -4.83 0.75
H 5.92 -5.60 1.59
H 6.65 -4.14 2.26
H 5.02 -4.24 -0.37
H 5.87 -2.82 0.24
H 3.71 -5.45 2.17
H 2.80 -5.08 0.70
H 2.21 -4.48 3.69
H 1.16 -5.34 2.57
H 0.79 -0.03 2.32
H -0.78 -4.82 1.32
H 0.43 -4.74 0.03
H -1.03 -3.77 -0.07
```

Results
- Spin multiplicity: 2
- Maximum force: 0.007 Eh/bohr
- Relative energy (zero: lowest compared OMol25 entry of this formula, charge and spin): 2.4 kJ/mol
- Total charge: +1
- Orbital gap (alpha / beta): 7.735 / 6.536 eV

Atom charges from the Mulliken analysis, given in e for atoms 1 to 6: Ti -1.917; C -1.112; Si 0.032; C -1.018; C -0.824; N 0.985